# 1
ORCA calculation (the ωB97M-V functional and the def2-TZVPD basis) on C32H33N8O4PPbS as an isolated structure.

Positions of all 80 atoms, in Å:
Pb -0.089 -0.640 0.439
C -3.943 -4.230 -3.513
C -2.697 -3.890 -2.742
C -2.284 -4.649 -1.651
C -1.141 -4.324 -0.941
C -0.356 -3.231 -1.305
N 0.758 -2.813 -0.550
C 1.773 -3.632 -0.308
C 1.869 -4.917 -0.942
C 2.836 -5.822 -0.628
C 3.800 -5.509 0.342
C 4.865 -6.488 0.726
C 3.790 -4.229 0.900
C 2.853 -3.270 0.578
N 3.040 -1.962 1.134
C 4.116 -1.581 1.877
C 4.065 -0.232 2.077
C 2.902 0.169 1.419
N 2.288 -0.854 0.846
C -0.787 -2.449 -2.382
C -1.932 -2.781 -3.088
N -0.008 -1.339 -2.836
C 0.351 -1.061 -4.108
C 1.083 0.100 -4.091
C 1.126 0.471 -2.743
N 0.469 -0.399 -1.987
H -4.332 -5.205 -3.227
H -3.748 -4.242 -4.585
H -4.724 -3.490 -3.330
H -2.868 -5.509 -1.347
H -0.846 -4.914 -0.083
H 1.140 -5.155 -1.701
H 2.866 -6.781 -1.129
H 4.588 -7.504 0.452
H 5.064 -6.456 1.797
H 5.800 -6.249 0.212
H 4.581 -4.008 1.599
H 4.870 -2.273 2.199
H 4.772 0.373 2.615
H 2.470 1.155 1.355
H -2.232 -2.157 -3.922
H 0.072 -1.715 -4.918
H 1.532 0.603 -4.929
H 1.602 1.327 -2.291
O -2.100 10.329 0.132
S -1.111 9.353 -0.183
O -0.398 8.696 0.864
O -0.452 9.431 -1.496
C -2.189 7.852 -1.079
N -3.248 8.230 -1.715
C -4.003 7.213 -2.140
C -3.635 5.891 -1.917
C -2.445 5.659 -1.246
N -1.695 6.686 -0.826
C -1.904 4.308 -0.915
C -0.772 4.221 -0.111
C -0.274 2.975 0.206
N -0.825 1.837 -0.226
C -1.909 1.922 -0.999
C -2.479 3.127 -1.368
H -4.914 7.468 -2.666
H -4.264 5.091 -2.276
H -0.299 5.120 0.257
H 0.593 2.882 0.851
H -2.336 0.986 -1.344
H -3.355 3.124 -2.001
C -1.539 1.828 4.358
P -0.230 0.640 4.110
C 1.122 1.127 5.171
C -0.827 -0.931 4.724
O 0.195 0.557 2.656
H -1.911 1.799 5.383
H -2.358 1.607 3.672
H -1.161 2.829 4.144
H 0.819 1.116 6.218
H 1.446 2.133 4.906
H 1.954 0.436 5.031
H -1.087 -0.870 5.781
H -0.048 -1.683 4.593
H -1.713 -1.229 4.161

Calculated values
* lowest unoccupied orbital energy (alpha / beta): -7.15 / -6.80 eV
* max |F|: 0.37 eV Å⁻¹
* net charge: +2
* HOMO-LUMO gap (alpha / beta): 6.71 / 6.28 eV
* multiplicity: 1

=====

# 2
ORCA calculation (the ωB97M-V functional and the def2-TZVPD basis) on C32H34As2Cl3N3O8Ru as an isolated structure.

Positions of all 83 atoms, in Å:
Ru -0.446 -0.293 0.585
C 3.047 -1.902 1.757
As 1.667 -0.608 2.190
C 1.375 -0.869 4.086
C 2.655 1.063 2.107
C 3.707 1.250 3.001
C 4.457 2.414 2.985
C 4.163 3.411 2.065
C 3.117 3.236 1.174
C 2.355 2.069 1.185
As 0.894 1.935 -0.093
C -0.103 3.581 0.177
C 1.828 2.310 -1.760
H 3.950 -1.687 2.321
H 3.252 -1.857 0.691
H 2.696 -2.901 2.007
H 2.304 -1.138 4.582
H 0.646 -1.666 4.213
H 0.969 0.050 4.501
H 3.944 0.482 3.728
H 5.268 2.544 3.691
H 4.744 4.324 2.043
H 2.895 4.026 0.467
H 0.510 4.297 0.716
H -1.004 3.369 0.743
H -0.371 3.987 -0.795
H 2.243 3.315 -1.734
H 1.133 2.239 -2.595
H 2.634 1.592 -1.895
C -2.447 0.697 -2.789
C -2.863 -0.407 -1.886
N -2.170 -0.879 -0.866
C -2.942 -1.852 -0.268
C -4.100 -2.000 -0.972
N -4.027 -1.077 -1.981
C -5.294 -2.887 -0.909
O -5.318 -3.782 0.050
O -6.160 -2.755 -1.740
C -2.512 -2.491 1.007
O -3.177 -3.417 1.468
O -1.451 -1.993 1.544
H -2.826 1.652 -2.419
H -2.824 0.547 -3.801
H -1.362 0.740 -2.827
H -4.766 -0.961 -2.660
H -4.513 -3.701 0.639
Cl -4.192 2.115 3.145
C -2.627 1.447 3.587
Cl -2.829 -0.182 4.266
Cl -1.838 2.501 4.762
C -1.729 1.250 2.338
O -2.273 1.006 1.233
O -0.481 1.219 2.508
C -3.617 -6.779 -0.398
O -2.352 -6.112 -0.362
C -1.643 -6.173 0.788
C -1.963 -7.001 1.856
C -1.223 -6.958 3.025
C -0.166 -6.079 3.158
C 0.151 -5.248 2.100
C -0.561 -5.303 0.913
N -0.205 -4.367 -0.089
C -0.415 -4.400 -1.360
C -0.054 -3.349 -2.250
C -0.257 -3.573 -3.626
C 0.051 -2.616 -4.558
C 0.585 -1.403 -4.119
C 0.787 -1.151 -2.780
C 0.466 -2.107 -1.803
O 0.621 -1.855 -0.523
H -4.063 -6.520 -1.352
H -4.259 -6.428 0.412
H -3.490 -7.860 -0.337
H -2.804 -7.677 1.785
H -1.493 -7.613 3.844
H 0.401 -6.033 4.078
H 0.956 -4.529 2.188
H 0.257 -3.515 0.234
H -0.879 -5.290 -1.763
H -0.663 -4.529 -3.940
H -0.101 -2.798 -5.613
H 0.847 -0.644 -4.848
H 1.211 -0.210 -2.451

Calculated values
* lowest unoccupied orbital energy (alpha / beta): -3.22 / -4.67 eV
* max |F|: 0.70 eV Å⁻¹
* net charge: +1
* HOMO-LUMO gap (alpha / beta): 7.33 / 6.27 eV
* multiplicity: 6

=====

# 3
ORCA calculation (the ωB97M-V functional and the def2-TZVPD basis) on C32H34AsHfO as an isolated structure.

Positions of all 69 atoms, in Å:
C -0.481 0.724 -2.643
C 0.084 2.147 -2.809
C 0.211 -0.213 -3.654
C -1.970 0.762 -3.083
H -0.113 0.097 -4.658
H -0.080 -1.264 -3.569
H 1.301 -0.164 -3.656
H -0.432 2.616 -3.655
H 1.151 2.176 -3.059
H -0.092 2.802 -1.950
H -2.029 1.346 -4.020
H -2.640 1.251 -2.366
H -2.392 -0.222 -3.335
C 2.367 0.154 1.039
C 2.156 -0.707 -0.082
C 2.217 0.134 -1.258
H 2.249 -1.791 -0.054
C 2.277 1.508 -0.795
C 2.358 1.499 0.618
H 2.484 2.364 1.267
H 2.655 -0.191 2.023
H 2.570 -0.202 -2.229
H 2.405 2.389 -1.422
C -2.652 -1.527 0.406
C -1.472 -1.987 1.029
C -0.469 -2.208 0.029
H -1.384 -2.252 2.081
C -1.088 -1.934 -1.256
C -2.434 -1.470 -0.982
H -3.206 -1.237 -1.720
H -3.609 -1.342 0.900
H 0.437 -2.791 0.185
H -0.776 -2.388 -2.198
Hf -0.052 0.061 -0.548
O -0.503 0.688 1.252
As -0.400 0.588 3.100
C 1.150 -0.391 3.747
C 1.227 -1.773 3.525
C 2.369 -2.471 3.932
C 3.417 -1.787 4.557
C 3.331 -0.411 4.796
C 2.184 0.292 4.408
C -0.343 2.364 3.790
C -1.328 2.773 4.707
C -1.270 4.058 5.250
C -0.240 4.929 4.869
C 0.752 4.515 3.968
C 0.700 3.228 3.426
C -1.767 -0.353 4.099
C -3.020 -0.637 3.552
C -3.940 -1.384 4.298
C -3.664 -1.691 5.638
C -2.447 -1.313 6.221
C -1.481 -0.676 5.436
H 0.412 -2.297 3.023
H 2.433 -3.547 3.751
H 4.315 -2.328 4.858
H 4.148 0.129 5.276
H 2.104 1.363 4.584
H -2.124 2.083 4.992
H -2.037 4.381 5.956
H -0.222 5.948 5.257
H 1.560 5.189 3.671
H 1.467 2.894 2.730
H -3.266 -0.275 2.556
H -4.872 -1.716 3.829
H -4.405 -2.221 6.240
H -2.242 -1.514 7.276
H -0.506 -0.427 5.859

Calculated values
* lowest unoccupied orbital energy: -3.27 eV
* max |F|: 5.56 eV Å⁻¹
* net charge: +1
* HOMO-LUMO gap: 7.23 eV
* multiplicity: 1

=====

# 4
ORCA calculation (the ωB97M-V functional and the def2-TZVPD basis) on C32H34BN14SSr as an isolated structure.

Positions of all 83 atoms, in Å:
Sr 0.436 -1.028 -2.625
C 0.618 4.050 -2.383
C 0.577 2.748 -2.888
N 0.737 1.692 -2.083
C 1.199 1.888 -0.806
C 1.401 3.241 -0.382
N 1.117 4.281 -1.160
C 1.666 0.832 0.048
C 2.689 1.087 0.984
C 3.014 0.078 1.876
C 2.385 -1.160 1.753
C 1.459 -1.332 0.742
N 1.121 -0.399 -0.152
C 0.973 -2.685 0.418
C 1.340 -3.819 1.197
N 0.649 -4.939 1.149
C -0.458 -4.981 0.319
C -0.622 -3.962 -0.581
N 0.146 -2.839 -0.623
C 3.981 0.241 2.946
C 4.681 -0.858 3.392
C 5.684 -0.759 4.380
N 5.738 0.342 5.091
C 5.088 1.475 4.706
C 4.241 1.481 3.602
H 0.275 4.894 -2.980
H 0.529 2.503 -3.978
H 1.822 3.573 0.571
H 3.180 2.052 1.081
H 2.647 -1.942 2.432
H 2.067 -3.832 1.983
H -0.779 -5.987 0.231
H -1.230 -4.164 -1.460
H 4.579 -1.816 2.946
H 6.307 -1.639 4.663
H 5.369 2.407 5.231
H 3.596 2.343 3.445
C 0.215 -4.879 -5.597
C 0.865 -4.186 -4.552
N 0.368 -2.924 -4.491
N -0.554 -2.769 -5.514
C -0.673 -3.950 -6.106
B -0.973 -1.336 -6.024
N 0.220 -0.307 -6.122
C 0.851 0.091 -7.293
C 2.154 0.367 -7.066
C 2.326 0.171 -5.692
N 1.182 -0.270 -5.134
N -2.089 -0.786 -4.960
C -3.351 -0.350 -5.167
C -4.044 -0.047 -4.000
C -3.107 -0.444 -2.980
N -2.012 -0.995 -3.573
H 0.565 -5.916 -5.867
H 1.666 -4.612 -3.914
H -1.327 -4.160 -6.990
H -1.535 -1.454 -7.173
H 0.279 0.092 -8.217
H 2.935 0.783 -7.726
H 3.250 0.241 -5.085
H -3.663 -0.120 -6.163
H -5.048 0.364 -4.003
H -3.234 -0.614 -1.949
C -3.543 3.613 6.557
N -4.079 2.957 5.355
C -5.309 3.477 4.803
C -3.187 2.310 4.509
S -3.185 2.597 2.875
N -2.338 1.445 5.182
C -1.138 1.011 4.508
C -2.633 0.865 6.491
H -4.053 4.546 6.603
H -2.476 3.758 6.538
H -3.856 3.047 7.435
H -5.858 3.858 5.623
H -5.847 2.568 4.384
H -5.170 4.166 3.896
H -0.965 1.587 3.575
H -1.313 -0.102 4.360
H -0.296 1.079 5.208
H -3.696 1.006 6.685
H -1.993 1.400 7.226
H -2.556 -0.246 6.459

Calculated values
* lowest unoccupied orbital energy: -3.94 eV
* max |F|: 3.86 eV Å⁻¹
* net charge: +1
* HOMO-LUMO gap: 5.84 eV
* multiplicity: 1

=====

# 5
ORCA calculation (the ωB97M-V functional and the def2-TZVPD basis) on C32H34BrClIN5O4W as an isolated structure.

Positions of all 79 atoms, in Å:
W -0.186 0.646 -0.100
O -3.196 0.793 3.456
C -2.718 2.009 3.862
C -3.514 2.779 4.693
C -3.056 4.010 5.133
C -1.811 4.487 4.739
C -1.015 3.713 3.912
C -1.454 2.464 3.479
C -0.628 1.538 2.642
O -1.258 1.276 1.410
N 0.695 2.057 2.303
N 1.211 1.587 1.180
C 2.594 1.751 1.050
C 3.267 0.867 0.347
Br 1.185 1.760 -1.885
C 3.862 -0.031 -0.382
C 4.300 -1.368 0.049
C 4.101 -1.822 1.353
C 4.492 -3.100 1.710
C 5.085 -3.936 0.768
C 5.287 -3.489 -0.529
C 4.894 -2.207 -0.889
H -2.776 0.544 2.624
H -4.485 2.401 4.982
H -3.680 4.608 5.783
H -1.462 5.452 5.078
H -0.047 4.091 3.606
H -0.472 0.584 3.169
H 1.344 2.284 3.050
H 3.047 2.559 1.615
H 3.997 0.219 -1.433
H 3.654 -1.165 2.091
H 4.352 -3.446 2.726
H 5.399 -4.931 1.052
H 5.760 -4.133 -1.258
H 5.059 -1.853 -1.900
Cl -3.518 -4.577 3.837
C -2.482 -3.499 2.988
C -1.149 -3.347 3.406
C -0.286 -2.493 2.757
C -0.735 -1.745 1.670
O 0.106 -0.916 1.059
C -2.071 -1.900 1.233
C -2.565 -1.235 0.090
O -1.951 -0.389 -0.608
C -2.935 -2.796 1.909
H -0.803 -3.918 4.258
H 0.741 -2.386 3.080
H -3.581 -1.470 -0.238
H -3.956 -2.914 1.568
I -0.684 -2.197 -5.441
C 0.250 -2.133 -3.592
C 1.207 -3.073 -3.221
C 1.786 -2.970 -1.969
C 1.393 -1.952 -1.120
N 0.483 -1.041 -1.483
C -0.075 -1.131 -2.700
H 1.492 -3.865 -3.900
H 2.542 -3.670 -1.642
H 1.832 -1.845 -0.139
H -0.797 -0.373 -2.970
C -1.224 5.748 -0.088
C -1.719 4.612 -0.976
C -3.245 4.573 -0.997
C -1.149 4.750 -2.382
N -1.157 3.383 -0.335
N -1.579 2.155 -0.951
H -1.614 6.698 -0.452
H -0.135 5.795 -0.095
H -1.568 5.621 0.942
H -3.636 5.508 -1.398
H -3.651 4.449 0.010
H -3.634 3.777 -1.638
H -1.431 5.720 -2.790
H -1.543 4.003 -3.078
H -0.062 4.684 -2.370
H -1.498 3.334 0.622
H -1.476 2.274 -1.958
H -2.558 1.934 -0.759

Calculated values
* lowest unoccupied orbital energy (alpha / beta): -7.38 / -7.71 eV
* max |F|: 0.46 eV Å⁻¹
* net charge: +2
* HOMO-LUMO gap (alpha / beta): 6.17 / 5.84 eV
* multiplicity: 3

=====

# 6
ORCA calculation (the ωB97M-V functional and the def2-TZVPD basis) on C32H34BrF3N5O2ReS as an isolated structure.

Positions of all 79 atoms, in Å:
Re -0.172 0.057 0.223
C 3.722 -3.586 -0.971
C 3.412 -2.419 -0.070
C 4.312 -1.940 0.879
C 3.973 -0.857 1.662
C 2.735 -0.258 1.503
Br 2.402 1.250 2.551
N 1.814 -0.723 0.634
C 2.194 -1.781 -0.141
H 4.569 -4.155 -0.593
H 3.978 -3.245 -1.976
H 2.869 -4.260 -1.055
H 5.280 -2.411 1.002
H 4.657 -0.463 2.400
H 1.449 -2.138 -0.833
F -3.334 3.067 3.147
C -3.141 3.805 2.044
F -2.002 4.489 2.201
F -4.145 4.661 1.920
C -3.048 2.892 0.838
C -3.989 2.920 -0.182
C -3.887 2.037 -1.255
C -2.855 1.125 -1.276
N -1.952 1.096 -0.284
C -2.020 1.971 0.740
S -0.628 1.680 1.794
H -4.799 3.637 -0.137
H -4.610 2.052 -2.058
H -2.742 0.397 -2.069
N -3.021 -2.072 2.425
C -2.503 -1.098 1.709
N -1.249 -1.363 1.317
C -0.951 -2.650 1.862
C 0.178 -3.463 1.826
C 0.119 -4.676 2.483
C -1.029 -5.097 3.172
C -2.152 -4.303 3.221
C -2.074 -3.087 2.557
H -3.941 -2.055 2.844
H -3.054 -0.203 1.479
H 1.081 -3.178 1.321
H 0.988 -5.321 2.472
H -1.029 -6.054 3.675
H -3.045 -4.607 3.752
C 1.587 3.779 -1.931
N 2.221 2.484 -2.254
C 3.365 2.463 -3.187
C 1.770 1.391 -1.740
O 0.761 1.395 -0.945
H 2.093 4.555 -2.495
H 1.681 3.976 -0.866
H 0.535 3.755 -2.204
H 4.015 3.302 -2.957
H 3.008 2.555 -4.211
H 3.923 1.538 -3.066
H 2.292 0.465 -1.982
C -2.909 -5.229 -5.924
C -2.263 -4.193 -5.060
C -1.445 -3.208 -5.613
C -0.842 -2.248 -4.834
C 0.040 -1.223 -5.511
C -1.060 -2.276 -3.419
C -0.379 -1.304 -2.674
O -0.336 -1.184 -1.410
C -1.914 -3.273 -2.841
C -2.212 -3.360 -1.370
C -2.489 -4.197 -3.676
H -2.558 -5.182 -6.952
H -3.992 -5.089 -5.921
H -2.720 -6.228 -5.528
H -1.280 -3.204 -6.684
H 0.013 -1.364 -6.588
H 1.082 -1.318 -5.200
H -0.290 -0.201 -5.314
H 0.205 -0.577 -3.241
H -2.557 -2.406 -0.969
H -1.324 -3.646 -0.802
H -2.984 -4.108 -1.196
H -3.140 -4.956 -3.258

Calculated values
* lowest unoccupied orbital energy (alpha / beta): -10.40 / -9.92 eV
* max |F|: 1.14 eV Å⁻¹
* net charge: +3
* HOMO-LUMO gap (alpha / beta): 6.17 / 6.55 eV
* multiplicity: 2